C18H24BeN4O2S3 | wB97M-V/def2-TZVPD

```
52
Properties=species:S:1:pos:R:3:forces:R:3
Be -0.2933 -0.0045 1.0109 -0.110 0.042 -0.048
S -2.0921 0.9779 0.9777 0.034 0.023 -0.047
C -2.5483 0.5604 2.6384 0.048 -0.003 -0.031
C -3.8045 0.9213 3.1162 -0.011 0.006 0.000
C -4.1931 0.6009 4.4064 0.005 -0.008 0.023
C -3.3184 -0.0912 5.2340 -0.029 0.012 -0.005
C -2.0670 -0.4540 4.7661 0.015 -0.009 0.012
C -1.6610 -0.1368 3.4706 0.028 -0.006 -0.020
S -0.0403 -0.5899 2.9277 0.010 -0.017 0.055
H -4.4785 1.4576 2.4598 -0.005 0.000 0.001
H -5.1739 0.8890 4.7623 -0.003 0.000 0.002
H -3.6100 -0.3492 6.2442 -0.001 0.001 0.003
H -1.3804 -0.9926 5.4072 -0.001 0.001 0.002
C -1.3416 4.9306 -1.4625 0.002 0.003 0.002
C -1.0950 3.4473 -1.6797 -0.018 -0.004 0.024
N -0.1979 2.8709 -0.6786 -0.034 -0.015 0.021
C 0.9356 2.2060 -0.8762 0.014 0.070 0.132
S 1.4891 1.0688 0.2813 0.018 -0.065 -0.048
N 1.7198 2.4477 -1.9388 -0.061 -0.091 -0.073
C 1.7984 3.6734 -2.7274 0.018 0.045 0.034
C 3.2395 3.9232 -3.1361 -0.003 0.014 0.001
H -2.0567 5.3024 -2.1964 -0.009 0.005 0.001
H -0.4243 5.5127 -1.5488 0.007 -0.001 -0.008
H -1.7560 5.1011 -0.4689 0.000 0.003 0.005
H -0.7096 3.2400 -2.6750 0.011 0.008 -0.002
H -2.0420 2.9109 -1.5817 0.013 -0.020 -0.041
H -0.6673 2.6125 0.1933 0.021 -0.005 -0.020
H 2.5162 1.8310 -1.9850 0.007 0.014 0.003
H 1.4318 4.4985 -2.1158 -0.014 -0.007 -0.014
H 1.1673 3.6075 -3.6160 0.005 0.003 0.000
H 3.8783 4.0360 -2.2603 0.001 0.001 0.006
H 3.3090 4.8322 -3.7317 0.000 -0.001 -0.004
H 3.6217 3.0990 -3.7409 -0.001 -0.004 -0.002
O 3.9716 -6.0728 -0.1176 -0.014 -0.021 -0.003
C 3.0114 -5.8809 0.8857 -0.012 0.012 0.035
N 2.1586 -4.7320 0.6406 0.016 -0.012 -0.036
C 1.3454 -4.7603 -0.4424 -0.011 -0.019 0.007
O 1.2690 -5.7442 -1.1625 0.002 0.002 0.002
C 0.5284 -3.5367 -0.7328 0.006 0.013 0.030
C -0.1507 -3.4698 -1.9425 0.000 0.002 0.000
C -0.9186 -2.3543 -2.2237 -0.001 -0.001 0.007
C -0.9758 -1.3350 -1.2905 0.008 -0.013 -0.006
N -0.3201 -1.3948 -0.1315 0.041 0.034 0.044
C 0.4019 -2.4786 0.1507 0.001 -0.020 -0.016
H 3.4887 -6.3664 -0.9010 0.018 0.008 -0.014
H 3.5427 -5.7113 1.8187 -0.003 0.002 -0.005
H 2.3684 -6.7570 0.9856 0.006 0.015 -0.003
H 2.3922 -3.8532 1.0695 -0.003 -0.008 0.006
H -0.0691 -4.3010 -2.6299 -0.003 -0.002 -0.004
H -1.4724 -2.2709 -3.1475 -0.004 -0.002 -0.004
H -1.5747 -0.4462 -1.4434 -0.001 0.010 -0.007
H 0.8478 -2.4755 1.1382 -0.003 0.000 0.004
```
Forces are in eV/Å.

Output
- Spin multiplicity: 1
- Maximum force: 0.15 eV Å⁻¹
- E: -62022.9659 eV
- Charge: 0
- LUMO: -0.2 eV


C6H12S | wB97M-V/def2-TZVPD

```
19
Properties=species:S:1:pos:R:3:forces:R:3
C -1.5566 -0.5291 -1.5119 -1.444 -2.349 -3.196
C -1.2089 -0.4807 -0.2750 -0.132 -0.352 3.040
C -2.0963 -0.9400 0.8875 -0.716 0.570 -0.750
C 0.0652 1.6291 0.3705 2.045 -2.039 2.165
C 2.7224 -0.5341 -0.0428 -0.510 -0.462 -0.570
C 0.0751 0.0734 0.1589 2.925 -0.167 -0.173
S 1.3293 -0.4732 -1.1475 -0.764 0.689 0.176
H -0.9414 -0.4543 -2.4022 0.399 0.879 0.394
H -2.4008 -1.1770 -1.7924 -0.309 0.753 0.360
H -1.4639 -1.0328 1.8006 -1.013 1.082 -0.215
H -3.0393 -0.2725 0.7897 1.592 -0.974 1.317
H -2.4506 -1.9634 0.8064 -0.135 -0.197 -0.674
H -0.3126 2.1452 -0.4649 -0.069 0.547 -1.187
H -0.5527 1.8670 1.2278 -0.333 0.033 0.237
H 1.1225 1.8915 0.6972 -1.269 0.165 -0.810
H 2.3741 -1.0414 0.8657 0.720 0.609 0.114
H 3.2646 0.3856 -0.0330 0.005 0.825 1.000
H 3.3830 -1.1724 -0.5581 0.995 -1.185 -0.385
H 0.6232 -0.5420 0.9974 -1.988 1.571 -0.841
```
Forces are in eV/Å.

Output
- Structure (SMILES): C=C(C)[C@H](C)SC
- Spin multiplicity: 1
- Maximum force: 4.22 eV Å⁻¹
- E: -17249.8148 eV
- Charge: 0
- LUMO: 1.0 eV


C14H31FeO8 | wB97M-V/def2-TZVPD

```
54
Properties=species:S:1:pos:R:3:forces:R:3
Fe -18.1827 5.3793 4.1250 -2.633 0.117 -0.531
C -21.6293 4.8340 5.8893 -0.205 -2.044 1.716
C -21.5651 4.9717 4.4183 2.171 0.830 -1.079
O -20.3146 5.5034 3.9665 -0.657 -0.232 0.482
H -22.3839 4.1288 6.2375 -1.110 -0.276 -0.483
H -21.9139 5.7241 6.4505 0.935 0.325 -0.088
H -20.7985 4.2273 6.2496 0.888 1.032 0.281
H -22.4492 5.5853 4.2454 -0.086 0.947 -1.011
H -21.7833 4.0578 3.8657 0.019 -0.687 0.198
C -18.8410 9.6635 5.5878 -0.329 2.471 -1.193
C -18.1006 8.4012 5.5917 -0.213 -3.000 -1.615
O -18.3061 7.5065 4.5247 0.314 0.148 0.645
H -18.3932 10.3658 4.8846 0.119 0.081 -0.603
H -18.5780 10.1481 6.5280 -0.770 0.142 0.524
H -19.8889 9.6642 5.2880 -0.235 -0.392 0.659
H -18.4207 7.9615 6.5364 0.699 -0.667 0.619
H -17.0734 8.7639 5.5547 0.935 -0.353 0.777
C -16.6457 3.1169 7.2782 -0.046 -0.458 2.156
C -17.5798 4.3100 7.3331 -0.381 1.228 -2.695
O -18.0771 4.6919 6.0913 0.024 -0.022 -0.799
H -15.6477 3.2286 6.8542 -0.431 0.051 -0.969
H -17.1782 2.1817 7.1055 0.173 0.096 -1.136
H -16.3785 2.9291 8.3181 0.231 0.084 0.835
H -17.0860 5.1976 7.7286 0.625 0.140 0.729
H -18.4350 4.1267 7.9837 -0.150 -0.491 0.526
C -16.4776 7.3140 0.4437 -0.100 1.640 -1.229
C -17.2237 6.0858 0.7576 -0.316 -2.628 2.695
O -17.8378 6.0479 1.9813 -0.521 0.487 1.732
H -17.1461 8.1731 0.5000 -0.068 0.238 0.314
H -16.1988 7.2747 -0.6093 0.393 -0.026 -0.404
H -15.5795 7.5355 1.0202 -0.126 -0.330 0.334
H -16.5183 5.2553 0.7836 0.865 -0.540 -0.579
H -17.9488 5.7511 0.0158 -0.294 0.564 -0.946
C -19.4823 1.2640 3.6717 0.149 -0.218 0.943
C -18.0726 1.9721 3.6685 -1.857 0.086 -0.553
O -18.1716 3.2618 3.3977 -0.069 3.649 0.031
H -20.0583 1.3087 2.7474 0.342 0.193 -0.247
H -20.1310 1.6523 4.4569 0.035 0.654 0.040
H -19.3989 0.2244 3.9887 0.291 -0.618 -0.285
H -17.5518 1.5715 2.7988 0.876 -1.262 0.123
H -17.6243 1.8087 4.6485 0.549 -0.746 0.342
C -13.8875 6.0870 8.4034 0.218 -0.191 0.149
C -13.9494 6.7939 7.0322 0.332 -0.419 1.269
C -12.9302 6.3026 6.0307 0.196 -0.516 0.283
O -13.7126 5.5172 5.1390 0.960 0.044 -0.446
C -15.0059 5.9079 5.2756 -2.287 -1.779 -4.977
O -15.8669 5.7090 4.4249 2.557 -0.019 1.979
O -15.1597 6.5328 6.3656 -1.417 2.140 3.051
H -13.1110 6.5399 9.0199 -0.065 0.408 0.059
H -13.5823 5.0407 8.3925 -0.073 -0.192 -0.746
H -14.8214 6.0593 8.9649 -0.140 0.522 -0.259
H -13.8007 7.8661 7.1601 -0.547 0.065 0.136
H -12.1949 5.6773 6.5370 0.161 -0.057 -0.325
H -12.4516 7.1536 5.5460 0.066 -0.219 -0.429
```
Forces are in eV/Å.

Output
- Spin multiplicity: 6
- Maximum force: 5.76 eV Å⁻¹
- Expectation value of S²: 8.760
- E: -65781.5931 eV
- Charge: -2
- LUMO (spin up / spin down): 4.1 / 4.1 eV


Results for relative energy (zero: lowest compared OMol25 entry of this formula, charge and spin): 39.6; 172.4; 277.8 (in kJ/mol, following the order of the records).